Model w:
17
Properties=species:S:1:pos:R:3:nbo_charge:R:1 method="wB97M-V/def2-TZVPD" lumo_energy_ev=1.0 gap_ev=9.950 smiles=CCNCCS homo_ev=-9.0
C -0.23 1.60 -2.10 -0.6084
C 0.18 0.97 -0.76 -0.2307
N -0.66 -0.26 -0.63 -0.6073
C -0.25 -1.19 0.40 -0.2245
C 0.69 -0.78 1.58 -0.5610
S 0.68 -1.60 3.20 -0.0232
H 0.23 2.58 -2.29 0.2083
H -0.04 0.98 -3.02 0.2190
H -1.33 1.71 -2.00 0.1951
H 0.19 1.71 0.05 0.1749
H 1.22 0.60 -0.77 0.1818
H -1.56 0.15 -0.44 0.3493
H 0.18 -2.12 -0.04 0.1872
H -1.15 -1.63 0.84 0.1917
H 1.72 -0.85 1.14 0.2150
H 0.69 0.30 1.78 0.2104
H -0.55 -2.18 3.05 0.1225


Model x:
17
Properties=species:S:1:pos:R:3:nbo_charge:R:1 method="wB97M-V/def2-TZVPD" lumo_energy_ev=0.9 gap_ev=9.324 homo_ev=-8.4
C 1.86 -0.37 -1.23 -0.7979
C -0.18 0.73 0.31 -0.3548
C -1.40 1.64 -0.12 -0.6255
C -0.83 -0.51 0.97 -0.2304
H 2.01 -1.32 -1.91 0.2258
H 1.97 -0.50 -0.09 0.2563
H 3.05 0.32 -1.74 0.1852
H 0.69 1.30 0.65 0.2416
H -0.97 2.60 -0.21 0.2243
H -1.95 1.19 -0.96 0.2224
H -2.15 1.75 0.78 0.1973
H -1.82 -0.78 0.19 0.1836
H -1.50 -0.29 1.97 0.2200
H 0.30 -2.33 1.72 0.3833
H 0.52 -2.09 0.03 0.3779
N 0.26 -1.56 1.06 -0.9081
S 0.13 0.23 -1.42 0.1988


The least stable of them is model x.


Model w:
17
Properties=species:S:1:pos:R:3:nbo_charge:R:1 method="wB97M-V/def2-TZVPD" lumo_energy_ev=1.0 gap_ev=9.990 smiles=CCNCCS homo_ev=-9.0
C 0.93 -3.01 1.33 -0.6172
C 0.17 -1.70 1.14 -0.2210
N 1.07 -0.67 0.61 -0.6180
C 0.39 0.59 0.36 -0.2391
C -0.66 0.47 -0.75 -0.4904
S -0.95 2.17 -1.49 -0.0762
H 1.54 -3.14 0.45 0.2165
H 1.65 -2.89 2.14 0.2000
H 0.29 -3.89 1.46 0.2153
H -0.25 -1.35 2.09 0.1610
H -0.62 -1.79 0.38 0.1873
H 1.78 -0.50 1.32 0.3505
H 1.14 1.29 0.00 0.2047
H -0.11 1.04 1.23 0.1643
H -0.28 -0.08 -1.60 0.2255
H -1.64 0.20 -0.39 0.2179
H -2.09 2.38 -0.82 0.1189


Model x:
17
Properties=species:S:1:pos:R:3:nbo_charge:R:1 method="wB97M-V/def2-TZVPD" lumo_energy_ev=1.0 gap_ev=9.546 smiles=CSCCCN homo_ev=-8.5
C 0.87 1.61 1.24 -0.7873
S -0.60 0.76 1.69 0.1825
C -1.17 0.08 0.03 -0.4929
C -0.39 -1.15 -0.45 -0.4613
C 0.83 -0.87 -1.30 -0.2259
N 0.74 -1.25 -2.72 -0.8799
H 1.36 1.98 2.14 0.2376
H 0.83 2.42 0.50 0.2142
H 1.67 0.96 0.81 0.2099
H -1.15 0.98 -0.58 0.2144
H -2.20 -0.27 0.14 0.2261
H -1.06 -1.87 -0.95 0.2135
H -0.17 -1.70 0.48 0.2270
H 1.12 0.19 -1.27 0.1717
H 1.79 -1.29 -0.96 0.1947
H -0.18 -1.10 -3.07 0.3714
H 1.40 -1.95 -2.99 0.3841


Model y:
17
Properties=species:S:1:pos:R:3:nbo_charge:R:1 method="wB97M-V/def2-TZVPD" lumo_energy_ev=1.0 gap_ev=9.453 smiles="C=NC.CSC" homo_ev=-8.4
C 1.57 -0.68 -1.47 -0.0680
N 1.98 -1.45 -0.55 -0.3896
C 3.30 -2.05 -0.77 -0.4480
H 0.50 -0.48 -1.46 0.1785
H 2.23 0.00 -2.01 0.1410
H 3.17 -2.91 -1.42 0.2089
H 3.69 -2.43 0.17 0.1989
H 4.00 -1.31 -1.18 0.1744
C -1.19 2.09 1.29 -0.7379
S -2.10 1.49 -0.16 0.1546
C -3.36 0.43 0.61 -0.7309
H -0.12 2.04 1.09 0.2249
H -1.32 1.44 2.15 0.2199
H -1.44 3.13 1.50 0.2150
H -4.34 0.84 0.34 0.2166
H -3.35 -0.56 0.16 0.2204
H -3.21 0.38 1.68 0.2211


The least stable of them is model y.


Model w:
8
Properties=species:S:1:pos:R:3:nbo_charge:R:1 method="wB97M-V/def2-TZVPD" lumo_energy_ev=-0.4 gap_ev=7.449 homo_ev=-7.9
C 0.44 -0.48 0.49 -0.8200
C -1.11 0.53 0.17 -0.1016
C -0.76 -0.56 -0.42 -0.2069
Si 2.09 0.13 -0.09 0.7377
H 0.35 -1.06 1.40 0.2148
H -1.55 1.41 0.53 0.2447
H -1.10 -1.26 -1.16 0.2165
H 1.63 1.28 -0.93 -0.2852


Model x:
8
Properties=species:S:1:pos:R:3:nbo_charge:R:1 method="wB97M-V/def2-TZVPD" lumo_energy_ev="-0.8 / -0.8" gap_ev="7.755 / 7.757" smiles=C#[SiH].C#C homo_ev="-8.6 / -8.6"
C 2.75 -1.02 -0.57 -0.9858
Si 1.89 0.32 -0.03 0.9106
H 3.84 -0.84 -0.48 0.2140
H 0.72 0.86 0.54 -0.1465
C -1.32 -0.43 -0.07 -0.2510
C -2.04 0.48 0.31 -0.2149
H -0.75 -1.33 -0.33 0.2571
H -2.58 1.32 0.35 0.2165


The least stable of them is model x.


Model w:
21
Properties=species:S:1:pos:R:3:nbo_charge:R:1 method="wB97M-V/def2-TZVPD" lumo_energy_ev=0.6 gap_ev=8.826 smiles="C=C(O)Cc1ccccc1O" homo_ev=-8.2
C -0.97 2.48 -0.69 -0.5185
C -0.06 2.18 0.30 0.3322
O 0.12 2.74 1.55 -0.6941
C 0.95 1.08 0.04 -0.4977
C 0.54 -0.34 -0.13 -0.1159
C 0.87 -1.11 -1.23 -0.1758
C 0.42 -2.41 -1.32 -0.2523
C -0.36 -3.00 -0.34 -0.1938
C -0.77 -2.24 0.70 -0.2802
C -0.29 -0.94 0.81 0.3307
O -0.65 -0.22 1.83 -0.6504
H -1.04 1.89 -1.53 0.2129
H -1.37 3.43 -0.69 0.1933
H -0.55 3.43 1.70 0.4945
H 1.53 1.17 1.07 0.2168
H 1.59 1.39 -0.74 0.2457
H 1.30 -0.58 -2.02 0.2030
H 0.67 -2.97 -2.29 0.2118
H -0.55 -4.07 -0.42 0.2187
H -1.24 -2.51 1.67 0.2282
H -0.15 0.60 1.76 0.4909


Model x:
21
Properties=species:S:1:pos:R:3:nbo_charge:R:1 method="wB97M-V/def2-TZVPD" lumo_energy_ev=0.8 gap_ev=9.231 homo_ev=-8.5
C 2.29 -1.61 0.34 -0.3117
C 1.83 -2.81 0.76 0.0869
C 1.14 -0.76 0.38 -0.1658
C 0.05 -1.59 0.68 0.1621
C -1.43 -0.35 0.58 0.7167
C 0.81 0.70 0.10 -0.3811
C -0.71 0.77 -0.12 -0.1872
C -1.07 0.46 -1.55 -0.5968
C -1.28 2.14 0.22 -0.5919
O -2.52 -0.48 0.98 -0.5011
O 0.48 -2.81 0.97 -0.4069
H 3.34 -1.27 0.22 0.2356
H 2.30 -3.76 0.81 0.2007
H 1.07 1.42 1.00 0.2059
H 1.20 1.26 -0.63 0.2122
H -2.17 0.18 -1.72 0.2286
H -0.32 -0.24 -1.98 0.2303
H -0.99 1.36 -2.02 0.2082
H -0.96 2.30 1.31 0.2154
H -2.34 2.22 0.03 0.2289
H -0.71 2.86 -0.37 0.2112


The least stable of them is model x.


Model w:
10
Properties=species:S:1:pos:R:3:nbo_charge:R:1 method="wB97M-V/def2-TZVPD" lumo_energy_ev="-1.0 / -1.0" gap_ev="7.593 / 7.604" homo_ev="-8.6 / -8.6"
C -0.74 -1.44 0.55 -0.8626
N 4.21 1.25 1.18 -1.0048
P 2.75 -0.70 -0.65 -0.0138
S 3.30 1.17 -0.04 0.6755
H -0.51 -1.83 -0.47 0.2100
H 0.09 -0.74 0.82 0.2207
H -1.07 -2.32 1.14 0.2213
H 4.83 0.51 1.53 0.3794
H 2.04 -0.02 -1.63 -0.0351
H -1.57 -0.88 0.66 0.2094


Model x:
10
Properties=species:S:1:pos:R:3:nbo_charge:R:1 method="wB97M-V/def2-TZVPD" lumo_energy_ev=0.8 gap_ev=9.992 smiles="C[P@@H](=N)S" homo_ev=-9.2
C -0.62 -0.32 1.07 -0.8924
P 0.27 0.01 -0.73 1.3700
N -0.46 0.77 -1.81 -1.3114
S 2.26 0.72 -0.38 -0.2703
H 0.03 -0.70 1.80 0.2235
H -1.26 0.45 1.44 0.2277
H -1.28 -1.12 0.71 0.2195
H 0.53 -1.45 -0.91 -0.1010
H -1.42 0.42 -1.98 0.3898
H 1.94 1.23 0.79 0.1446


The least stable of them is model w.


Model w:
58
Properties=species:S:1:pos:R:3:nbo_charge:R:1 method="wB97M-V/def2-TZVPD" lumo_energy_ev=-0.2 gap_ev=9.890 homo_ev=-10.1
O -0.36 1.48 -1.70 -0.7508
C -0.18 2.46 -0.70 0.3792
C -1.02 2.28 0.57 -0.4525
C -0.84 1.04 1.40 -0.4344
C -1.39 -0.22 0.80 -0.2266
C -0.14 -2.09 0.09 -0.0044
N -0.63 -1.43 1.06 -0.4710
H -0.33 3.40 -1.26 0.1655
H -2.09 2.40 0.28 0.2202
H -0.82 3.10 1.28 0.2164
H -1.21 1.12 2.42 0.2185
H 0.26 0.94 1.37 0.2200
H -2.44 -0.40 1.05 0.2311
H -1.55 -0.03 -0.29 0.1308
H -0.09 -1.85 -1.00 0.1701
H 0.33 -3.06 0.34 0.1776
H 3.07 3.09 -1.42 0.5065
H -0.84 0.66 -1.41 0.4817
O 3.87 3.09 -0.92 -0.9712
H 1.06 3.84 2.92 0.4754
H -0.42 3.79 2.76 0.4531
O 0.30 4.40 2.88 -0.9235
H 3.09 2.58 2.70 0.4950
H 3.29 2.55 1.13 0.5003
O 2.64 2.41 1.86 -0.9865
H -3.70 -1.54 -3.16 0.4718
H -2.79 -2.34 -3.94 0.4577
O -3.19 -2.34 -3.06 -0.9406
H 3.35 -2.46 1.62 0.4808
H 3.69 -2.47 0.17 0.4654
O 3.37 -3.02 0.86 -0.9466
H -1.89 -2.17 2.61 0.4847
H -1.69 -3.57 3.08 0.4639
O -1.99 -2.71 3.39 -0.9532
H 1.88 -0.45 2.89 0.4842
H 2.94 -1.05 3.80 0.4810
O 2.77 -0.32 3.17 -0.9668
H 4.29 2.28 -0.72 0.4739
H 1.39 2.40 0.46 0.4998
O 1.22 2.30 -0.48 -0.7727
H 2.52 0.18 -1.72 0.4729
H 1.00 0.34 -1.86 0.4964
O 1.68 -0.32 -1.71 -0.9921
H -0.61 -0.51 -5.41 0.4804
H 0.19 0.89 -5.08 0.4896
O -0.66 0.47 -5.30 -0.9691
H -4.38 0.83 -3.12 0.4681
H -3.47 0.39 -4.19 0.4770
O -3.49 0.46 -3.21 -0.9319
H -4.81 -1.37 -0.80 0.4705
H -4.43 -2.50 0.16 0.4769
O -4.51 -1.53 0.12 -0.9443
H 0.06 -1.42 4.35 0.4829
H 0.54 -2.65 3.67 0.4813
O 0.88 -1.87 4.21 -0.9626
H 2.44 -3.54 -1.77 0.4667
H 1.77 -2.51 -2.58 0.4783
O 2.07 -3.40 -2.66 -0.9452


Model x:
58
Properties=species:S:1:pos:R:3:nbo_charge:R:1 method="wB97M-V/def2-TZVPD" lumo_energy_ev=-0.1 gap_ev=8.672 homo_ev=-8.8
C 1.36 -1.36 2.48 -0.4462
N 0.30 -1.71 1.53 -0.6880
C 1.42 0.27 -1.61 -0.6170
C 1.56 -0.46 -0.28 -0.4427
C 0.21 -0.89 0.31 -0.1749
C -0.62 0.35 0.65 0.8804
O -1.61 0.56 -0.23 -0.7212
O -0.43 1.09 1.59 -0.6391
H 2.37 -1.42 2.07 0.1925
H 1.27 -2.01 3.35 0.2030
H 1.21 -0.34 2.85 0.1941
H 0.38 -2.68 1.24 0.4075
H 0.74 -0.26 -2.28 0.2212
H 2.36 0.33 -2.16 0.1854
H 0.99 1.26 -1.47 0.2086
H 2.23 -1.32 -0.36 0.2164
H 2.05 0.20 0.45 0.2409
H -0.34 -1.47 -0.43 0.2402
H -1.57 3.30 -0.19 0.5020
H -3.15 -2.11 -0.37 0.5081
H -2.80 -0.67 -0.86 0.4855
O -3.26 -1.48 -1.12 -0.9952
H -1.53 1.48 -4.49 0.4840
H -1.34 1.68 -2.97 0.4949
O -1.53 1.02 -3.65 -0.9601
H 0.51 3.52 -0.83 0.5137
H -0.42 4.29 -1.83 0.4860
O -0.32 3.47 -1.34 -1.0001
H -1.65 2.76 1.23 0.4940
H -2.07 1.46 -0.08 0.5198
O -2.20 2.91 0.45 -0.9542
H -2.20 -1.78 -2.40 0.5098
H -1.44 -0.79 -3.38 0.5055
O -1.51 -1.72 -3.10 -1.0270
H 4.21 0.66 2.24 0.4887
H 2.71 0.93 1.82 0.5162
O 3.56 0.48 1.56 -1.0122
H 2.56 3.04 -0.30 0.5233
H 2.33 4.49 0.27 0.4986
O 1.89 3.65 0.12 -1.0017
H -1.08 -1.50 2.67 0.4994
H -2.16 -0.45 3.02 0.4738
O -1.99 -1.40 3.06 -0.9937
H 0.58 1.47 1.85 0.4337
H 1.44 2.66 1.42 0.4747
O 1.37 1.97 2.10 -1.0192
H 0.28 -3.39 -0.56 0.5344
H -0.30 -4.36 0.50 0.4910
O 0.11 -3.49 0.41 -0.9422
H -0.20 -2.64 -2.60 0.5204
H 1.31 -2.37 -2.38 0.4758
O 0.63 -3.03 -2.21 -0.9927
H -1.92 -3.39 0.90 0.4667
H -2.69 -2.45 1.84 0.5124
O -2.81 -3.03 1.06 -0.9817
H 3.82 1.41 0.16 0.5110
H 3.49 1.34 -1.35 0.4771
O 3.78 1.95 -0.66 -0.9818


The least stable of them is model w.